A 2-piece molecular cluster, C4H7ClN2 overall in a non-equilibrium geometry, computed with ωB97M-V/def2-TZVPD.

Geometry as XYZ:
```
14
Properties=species:S:1:pos:R:3
C 1.388 -1.681 2.698
C -1.698 -1.278 -0.424
C -0.183 0.286 -1.345
C 0.586 1.496 -0.972
N 0.701 -0.854 2.362
N -0.860 -0.287 -0.352
Cl -1.071 0.610 -2.904
H 2.026 -2.462 3.040
H -1.995 -1.715 -1.415
H -2.403 -1.531 0.431
H -0.015 2.481 -1.284
H 1.391 1.554 -1.612
H 0.812 1.300 0.112
H -0.613 -0.072 0.592
```

Results
Kohn-Sham gap (spin up / spin down) (hartree): 0.2749 / 0.2716
ΔE to the lowest compared entry with this formula, charge and spin (eV): 4.358
HOMO level (spin up / spin down) (eV): -6.80 / -6.74

natural (NBO) atomic charge list, values in e, 6 entries: 0.12, -0.29, 0.02, -0.64, -0.35, -0.44

=====

C26H32NNiO5S as an isolated structure in a non-equilibrium geometry, computed with ωB97M-V/def2-TZVPD.

Geometry as XYZ:
```
66
Properties=species:S:1:pos:R:3
O -2.345 -0.560 -3.759
C -2.133 -0.770 -2.330
C -3.416 -1.581 -2.106
H -2.135 0.168 -1.753
H -1.168 -1.289 -2.159
C -3.496 -1.456 -3.662
H -4.155 -1.022 -1.523
H -3.227 -2.580 -1.683
C -4.682 -0.754 -4.300
H -4.433 -0.644 -5.360
H -4.852 0.238 -3.864
H -5.599 -1.336 -4.191
C -3.217 -2.813 -4.285
H -2.309 -3.242 -3.844
H -3.047 -2.724 -5.358
H -4.049 -3.515 -4.133
Ni -0.151 -0.286 1.100
C -1.678 -0.270 2.482
C -0.467 0.185 3.109
C 0.001 1.314 2.368
H 0.008 -0.203 4.015
C -0.921 1.585 1.328
C -1.937 0.585 1.357
H -2.795 0.586 0.695
H -2.326 -1.068 2.846
H 0.846 1.959 2.594
H -0.944 2.475 0.721
C 1.286 -1.570 1.765
C 0.052 -2.266 1.625
C -0.359 -2.165 0.261
H -0.452 -2.837 2.398
C 0.612 -1.368 -0.432
C 1.633 -1.042 0.486
H 2.561 -0.568 0.204
H 1.898 -1.500 2.661
H -1.193 -2.702 -0.197
H 0.691 -1.203 -1.496
O -0.798 1.614 -1.500
C -2.018 2.457 -1.684
C -2.110 2.931 -3.138
H -1.860 3.389 -1.124
H -2.913 1.962 -1.261
C -0.629 3.012 -3.523
H -2.565 3.924 -3.219
H -2.637 2.213 -3.774
C 0.127 2.104 -2.529
H -0.294 4.036 -3.311
H -0.421 2.817 -4.581
H 0.865 2.724 -1.993
H 0.653 1.266 -3.009
O 1.857 0.707 5.073
S 2.934 1.472 4.462
O 3.373 2.653 5.141
N 2.698 1.682 2.858
C 3.576 1.053 2.017
O 3.572 1.107 0.768
C 4.496 0.178 2.827
C 5.418 -0.791 2.404
C 6.092 -1.540 3.365
C 5.860 -1.332 4.740
C 4.913 -0.394 5.160
C 4.274 0.354 4.174
H 5.559 -0.926 1.334
H 6.803 -2.304 3.056
H 6.416 -1.903 5.483
H 4.658 -0.227 6.203
```

Results
Net charge: -1
Kohn-Sham gap (spin up / spin down) (hartree): 0.2135 / 0.2858
ΔE to the lowest compared entry with this formula, charge and spin (eV): 0.494
Spin multiplicity: 3
HOMO level (spin up / spin down) (eV): -3.39 / -5.36

natural (NBO) atomic charge list, values in e, 6 entries: -0.56, -0.07, -0.47, 0.22, 0.19, 0.27

=====

C3H5NOS in the gas phase in a non-equilibrium geometry, computed with ωB97M-V/def2-TZVPD.

Geometry as XYZ:
```
11
Properties=species:S:1:pos:R:3
N 0.440 2.455 0.154
C 0.645 1.339 -0.073
C 0.548 -0.123 -0.318
O 1.645 -0.842 0.161
C -0.719 -0.685 0.299
S -2.222 0.161 -0.103
H 0.569 -0.199 -1.348
H 2.314 -0.892 -0.543
H -0.636 -0.738 1.368
H -0.729 -1.762 -0.011
H -1.857 1.286 0.415
```

Results
Kohn-Sham gap (hartree): 0.3641
ΔE to the lowest compared entry with this formula, charge and spin (eV): 1.429
SMILES string: N#C[C@@H](O)CS
HOMO level (eV): -9.54

natural (NBO) atomic charge list, values in e, 6 entries: -0.31, 0.25, 0.00, -0.69, -0.55, 0.01